[1]
ORCA calculation (the ωB97M-V functional and the def2-TZVPD basis) on a 9-piece molecular cluster, C16H51ClN3O12 overall.

Cartesian coordinates (Å):
Cl1 10.84011 0.30222 -8.02830
O1 10.86195 1.74558 -8.31615
O2 10.60251 -0.45676 -9.20051
O3 12.07914 -0.05558 -7.37626
O4 9.64764 0.18256 -7.12545
O5 12.78906 -0.53207 -4.47636
H1 12.76652 -0.76315 -5.40498
H2 13.45959 -1.10406 -4.10293
O6 7.67356 -1.37413 -9.78148
H3 7.98238 -1.93748 -9.07191
H4 8.30153 -0.65211 -9.80529
O7 11.08392 1.97939 -4.93083
H5 11.72026 2.05146 -5.64224
H6 10.33567 2.49906 -5.22458
C1 11.57754 4.81481 -9.05421
C2 10.70277 5.35767 -7.84530
C3 11.45670 6.15928 -6.83560
O8 12.38728 5.32008 -6.09938
C4 12.94744 5.98145 -5.02723
N1 9.52279 6.00422 -8.40068
H7 11.04086 4.45372 -9.93153
H8 12.15533 3.95521 -8.71458
H9 12.37836 5.41498 -9.48616
H10 10.31838 4.51181 -7.27532
H11 10.68118 6.67214 -6.26672
H12 12.01309 6.89859 -7.41177
H13 12.45681 6.79707 -4.49605
H14 13.92840 6.32794 -5.35241
H15 13.16478 5.28319 -4.21896
H16 9.11593 6.69992 -7.79194
H17 8.91218 5.20039 -8.43403
C5 15.50375 3.26652 -7.36948
C6 14.93249 2.62562 -6.06566
C7 15.54421 3.28368 -4.76219
O9 15.61031 2.42080 -3.57514
C8 16.70616 1.52239 -3.55613
N2 13.48712 2.67058 -6.10769
H18 15.30976 2.62288 -8.22750
H19 16.58045 3.43588 -7.38161
H20 14.98972 4.20851 -7.56061
H21 15.18441 1.56514 -6.06130
H22 14.78565 3.98136 -4.40734
H23 16.49252 3.78828 -4.94707
H24 17.63130 2.04234 -3.80489
H25 16.42280 0.76631 -4.28835
H26 16.86394 1.03451 -2.59427
H27 13.26592 2.25141 -6.99958
H28 13.16931 3.62730 -6.16917
C9 8.00873 -2.15110 -3.40338
C10 9.47471 -1.86494 -3.74487
C11 9.98474 -2.70729 -4.97852
O10 10.52521 -3.98569 -4.49104
C12 10.50089 -5.01004 -5.41912
N3 9.54211 -0.41622 -3.98169
H29 7.68779 -3.17193 -3.19601
H30 7.35734 -1.83600 -4.21854
H31 7.62607 -1.62369 -2.52958
H32 10.12133 -2.22425 -2.94433
H33 10.75789 -2.13870 -5.49529
H34 9.18784 -2.97020 -5.67417
H35 11.08311 -4.88179 -6.33164
H36 9.52620 -5.35640 -5.76277
H37 11.10961 -5.75840 -4.91165
H38 8.80621 -0.03100 -3.40711
H39 9.18910 -0.20414 -4.90392
C13 10.97940 -3.50686 -10.88409
C14 12.45752 -3.36674 -10.57236
O11 13.05369 -4.53269 -11.14072
H40 10.79674 -3.04187 -11.85286
H41 10.35367 -3.00333 -10.14719
H42 10.47113 -4.47010 -10.84020
H43 12.72052 -3.25763 -9.52021
H44 12.90701 -2.52756 -11.10325
H45 13.35024 -4.29578 -12.02250
C15 14.07902 1.16035 -10.81908
C16 12.82136 0.90669 -11.77493
O12 11.78722 1.76033 -11.34865
H46 14.50875 2.14596 -10.99794
H47 14.87518 0.47636 -11.11301
H48 13.79474 1.03809 -9.77393
H49 12.49954 -0.13423 -11.80668
H50 13.11194 1.10301 -12.80698
H51 11.64022 1.72099 -10.40079

Output
frontier orbital gap	8.482	eV
E_tot	-2167.19950	Ha
total charge	-1
LUMO energy	2.6	eV
highest occupied orbital energy	-5.84	eV


[2]
ORCA calculation (the ωB97M-V functional and the def2-TZVPD basis) on C29H20BrClN6O3S2V as an isolated structure.

Cartesian coordinates (Å):
V1 0.63646 0.00000 0.54496
Cl1 -2.63386 -0.34694 6.83693
C1 -1.53019 -0.22058 5.50885
C2 -0.30672 -0.89904 5.56508
C3 0.58225 -0.81982 4.52096
C4 0.26673 -0.08494 3.36017
O1 1.14014 -0.03340 2.37980
C5 -0.95541 0.63765 3.33547
C6 -1.15155 1.65432 2.34569
N1 -0.51421 1.65301 1.22703
C7 -0.34288 2.81118 0.44339
C8 -1.19445 3.88194 0.36233
C9 -0.83021 5.01941 -0.38799
C10 0.37749 5.08441 -1.02508
C11 1.26605 3.98388 -0.97728
C12 2.51773 3.96006 -1.63452
C13 3.29286 2.83388 -1.57888
C14 2.81288 1.71171 -0.87965
N2 1.66004 1.70927 -0.24601
C15 0.88306 2.83187 -0.26802
C16 -1.83767 0.56416 4.43020
H1 -0.06582 -1.48103 6.44428
H2 1.53034 -1.33616 4.55225
H3 -1.77169 2.50593 2.62633
H4 -2.14653 3.87276 0.87619
H5 -1.51719 5.85274 -0.43870
H6 0.66450 5.96742 -1.58088
H7 2.84558 4.83635 -2.17931
H8 4.25507 2.77872 -2.06601
H9 3.37420 0.78530 -0.85207
H10 -2.75842 1.13301 4.42042
N3 -0.34357 1.56840 -2.75475
C17 -1.29129 0.89870 -2.04982
N4 -1.02969 0.12839 -1.02020
C18 -2.19617 -0.44364 -0.52246
C19 -3.33366 -0.04739 -1.13256
S1 -2.96592 1.02747 -2.43454
C20 -2.03585 -1.45656 0.51690
C21 -2.95939 -2.31154 1.00995
S2 -2.20104 -3.43931 2.07801
C22 -0.67106 -2.69110 1.77997
N5 -0.75161 -1.64179 0.98883
N6 0.48032 -3.13063 2.32216
H11 0.59492 1.20730 -2.67473
H12 -0.58537 1.86935 -3.68507
H13 -4.34520 -0.35653 -0.93491
H14 -4.00854 -2.37347 0.77988
H15 0.44787 -4.01924 2.79511
H16 1.30599 -3.00946 1.73620
Br1 -0.08674 -1.01072 -5.55202
C23 0.63501 -2.30473 -4.36584
C24 0.80571 -3.61169 -4.79065
C25 1.32291 -4.54499 -3.90243
C26 1.65911 -4.17690 -2.60926
C27 1.48627 -2.86013 -2.19890
C28 0.97472 -1.92054 -3.08304
C29 1.80317 -2.46496 -0.78611
O2 2.18320 -3.27637 0.03887
O3 1.67389 -1.19157 -0.52771
H17 0.53676 -3.89746 -5.79798
H18 1.45762 -5.56749 -4.22774
H19 2.05734 -4.89500 -1.90541
H20 0.83172 -0.90347 -2.75571

Output
frontier orbital gap (alpha / beta)	6.974 / 7.180	eV
E_tot	-6446.00086	Ha
total charge	+1
<S²>	2.01
LUMO energy (alpha / beta)	-3.5 / -3.6	eV
energy relative to the best compared isomer or geometry (same formula, charge and spin)	0.107	eV
2S+1	3
highest occupied orbital energy (alpha / beta)	-10.49 / -10.74	eV


[3]
ORCA calculation (the ωB97M-V functional and the def2-TZVPD basis) on a 3-piece molecular cluster, C2H3N2O2S overall.

Cartesian coordinates (Å):
C1 0.34334 0.91091 -0.92625
C2 -1.94899 -1.59264 0.37708
N1 -0.19998 -0.08729 -0.70673
N2 -2.90463 -2.20838 0.31284
O1 -3.96791 -2.83171 0.34447
O2 0.93797 1.93684 -1.09507
S1 3.43782 1.94534 0.63886
H1 2.92383 0.90817 1.36764
H2 -1.17346 -1.09785 -0.06781
H3 2.55200 2.11663 -0.24503

Output
frontier orbital gap	8.576	eV
E_tot	-736.14803	Ha
total charge	-1
LUMO energy	3.3	eV
energy relative to the best compared isomer or geometry (same formula, charge and spin)	2.045	eV
highest occupied orbital energy	-5.24	eV


[4]
ORCA calculation (the ωB97M-V functional and the def2-TZVPD basis) on C9H9NO3 as an isolated structure.

Cartesian coordinates (Å):
C1 3.53885 0.21474 -0.27350
C2 1.59851 -0.75146 0.54866
C3 -0.17908 2.01362 -0.07855
C4 -1.22432 0.90925 0.29605
C5 -2.65384 1.00457 0.24555
C6 -3.37738 -0.22447 -0.02692
C7 -2.65768 -1.41570 -0.12564
C8 -1.21592 -1.45337 -0.39887
C9 -0.55887 -0.23056 -0.14758
H1 4.84942 -0.22212 -0.10339
H2 3.26683 0.73536 -1.39774
H3 3.15668 1.14065 0.56662
H4 1.32788 -0.41171 1.65260
H5 1.00153 -1.88802 0.22535
H6 -3.00626 1.98927 0.64511
H7 -4.36902 -0.42898 0.19581
H8 -3.17204 -2.35678 -0.45349
H9 -0.64756 -2.29793 -0.90133
N1 0.76016 0.02671 -0.36534
O1 2.89107 -0.95088 0.14816
O2 1.04399 1.41675 0.00970
O3 -0.37295 3.18105 -0.26124

Output
frontier orbital gap	9.035	eV
E_tot	-628.59877	Ha
LUMO energy	-0.2	eV
energy relative to the best compared isomer or geometry (same formula, charge and spin)	5.319	eV
highest occupied orbital energy	-9.20	eV


[5]
ORCA calculation (the ωB97M-V functional and the def2-TZVPD basis) on an isolated ion of composition C14H26NO3 and charge -1.

Cartesian coordinates (Å):
C1 -1.10270 1.18654 4.30815
C2 -0.98053 -0.24416 3.46546
C3 -2.32879 -0.66569 2.59509
C4 0.25410 -1.07728 3.53243
C5 1.38863 -1.20240 2.32851
C6 1.01751 -2.55434 1.48019
C7 0.94307 -2.36112 -0.14573
C8 2.47375 -2.47438 -0.76257
C9 0.12566 -1.03357 -0.65133
C10 -0.08281 -0.97435 -2.31065
N1 -1.27620 -0.14319 -2.69384
C11 -0.98009 1.29994 -2.97123
C12 0.37295 1.91876 -2.29905
C13 0.58277 3.50082 -2.79990
O1 2.06480 3.71256 -2.88483
C14 -2.25396 2.15797 -2.30587
O2 -3.46113 1.94674 -2.88083
O3 -2.13312 3.04889 -1.13996
H1 -1.07375 0.99860 5.47744
H2 -0.24841 1.94612 4.04610
H3 -2.14520 1.69227 4.08423
H4 -2.03757 -1.39806 1.72440
H5 -2.84013 0.30721 2.16493
H6 -3.14269 -1.23101 3.24620
H7 0.44608 -1.67199 4.54267
H8 2.47709 -1.23668 2.80957
H9 1.33524 -0.20129 1.72511
H10 1.89290 -3.33671 1.68529
H11 0.03564 -3.07607 1.89722
H12 0.34627 -3.30101 -0.56837
H13 3.30338 -2.26056 0.05808
H14 2.66300 -3.58740 -1.13293
H15 2.61460 -1.79739 -1.72849
H16 -0.93420 -0.92353 -0.11307
H17 0.73889 -0.07104 -0.36759
H18 -0.36130 -2.10030 -2.59884
H19 0.90866 -0.74473 -2.88801
H20 -2.11129 -0.30162 -2.09049
H21 -1.00283 1.59953 -4.12695
H22 0.25167 1.96465 -1.13325
H23 1.38188 1.37471 -2.63369
H24 0.17429 3.68523 -3.88391
H25 0.19989 4.27309 -2.00275
H26 2.50399 3.35627 -2.05698

Output
structure (SMILES)	CC(C)=CCC[C@H](C)CCN[C@H](CCO)C(=O)[O-]
frontier orbital gap	6.295	eV
E_tot	-829.16942	Ha
total charge	-1
LUMO energy	2.0	eV
highest occupied orbital energy	-4.31	eV


- Which of these has the highest E_tot?
  C9H9NO3


- Look up the E_tot of the fourth one.
  -628.59877 Ha


- What is the E_tot in the fourth record?
  -628.59877 Ha